Molecular formula: C4H8O2
Method: DFT, ωB97M-V with the def2-TZVPD basis set

XYZ file:
```
14
Properties=species:S:1:pos:R:3:forces:R:3
C 0.5099 -0.7005 -1.8869 -1.6 -1.3 1.6
C 0.3049 -1.8809 -1.2177 0.8 0.7 0.0
O 0.1179 -2.0153 0.1473 -0.3 1.0 -0.6
H 1.0438 -0.8275 -2.8127 -0.6 0.5 -0.6
H -0.0259 0.2353 -1.5338 1.6 -1.0 -0.3
H 0.3363 -2.8886 -1.7065 0.4 1.0 0.6
H 0.2891 -1.1373 0.5773 -0.4 -0.9 -0.7
C -1.3529 0.7209 1.0343 2.0 0.7 1.3
C -0.2685 1.5142 1.2809 0.7 -1.8 1.8
O 0.5196 2.3003 0.4658 0.0 -0.3 0.6
H -1.6291 0.1161 1.9111 -0.1 0.5 -0.5
H -1.8510 0.4644 0.1319 -0.2 0.4 -0.8
H 0.2013 1.3418 2.3362 -1.0 0.7 -1.8
H 1.3753 2.4942 0.9281 -1.4 -0.3 -0.6
```
Positions in Å, forces in eV/Å.

As for the HOMO-LUMO gap: 9.13 eV. The energy above the lowest of the compared OMol25 structures with the same formula, charge and spin comes out at 3.3930 eV. Its SMILES is C=CO.C=CO. The spin multiplicity is 1.

Results of the Mulliken charge analysis, in e, for atoms 1 through 5:
1. C -0.70
2. C 0.16
3. O -0.50
4. H 0.26
5. H 0.15

***

Molecular formula: C13H9CoN7O7S
Method: DFT, ωB97M-V with the def2-TZVPD basis set

XYZ file:
```
38
Properties=species:S:1:pos:R:3:forces:R:3
Co 0.1548 -0.0518 -0.4106 0.3 -0.4 0.1
N 3.5502 -0.4201 2.0619 0.1 0.0 0.0
C 2.3918 -0.4981 1.4005 -0.2 -0.1 -0.2
S 2.4079 -0.2354 -0.3265 0.1 0.1 0.2
N 1.3233 -0.8399 2.0954 0.1 0.1 0.0
N 0.2203 -0.8116 1.3223 0.2 0.0 -0.1
C -0.8446 -1.3912 1.7273 -0.4 -0.1 0.0
C -1.9968 -1.2705 0.8363 0.0 0.0 0.1
C -3.2602 -1.7623 1.1179 0.0 -0.1 0.1
C -4.2839 -1.5314 0.2136 0.0 0.0 0.0
C -4.0206 -0.8152 -0.9420 -0.1 0.0 0.0
C -2.7301 -0.3679 -1.1626 0.1 -0.1 -0.1
N -1.7417 -0.6026 -0.3036 -0.1 0.4 0.0
H 4.3804 -0.1479 1.5717 0.1 0.0 0.0
H 3.5763 -0.5799 3.0539 0.0 0.0 0.0
H -0.8656 -1.9301 2.6661 -0.1 0.1 0.1
H -3.4237 -2.3118 2.0357 0.0 0.0 0.0
H -5.2816 -1.9020 0.4119 0.0 0.0 0.0
H -4.7998 -0.5992 -1.6594 0.0 0.0 0.0
H -2.4596 0.1829 -2.0537 0.0 0.0 0.0
O 3.0582 6.6430 -2.9664 0.1 -0.1 0.1
N 2.8802 5.5176 -3.3916 -0.3 0.1 -0.2
O 3.2453 5.1235 -4.4837 0.1 0.0 0.1
C 2.1219 4.5893 -2.5533 0.2 0.1 0.0
C 1.8550 3.3360 -3.0194 0.0 -0.2 -0.1
C 1.1179 2.4601 -2.2341 0.1 0.1 0.2
C 0.6557 2.7897 -0.8883 0.1 0.1 -0.3
O 0.0997 1.9859 -0.1349 -0.5 -0.2 0.5
C 0.9557 4.1615 -0.5067 -0.2 0.1 -0.2
C 1.6651 5.0070 -1.3022 0.0 0.2 0.0
N 0.5175 4.7130 0.7923 0.9 -0.3 0.5
O -0.1356 4.0127 1.5307 -0.4 0.1 -0.2
O 0.9515 5.8132 1.1023 -0.3 0.0 -0.3
N 0.8369 1.1938 -2.8306 0.0 0.2 0.3
O 1.3366 0.8842 -3.8748 0.1 0.0 -0.4
O 0.0093 0.4128 -2.2815 0.0 -0.1 -0.3
H 2.1954 3.0275 -3.9965 0.0 0.0 0.0
H 1.8688 6.0090 -0.9572 0.0 0.0 0.0
```
Positions in Å, forces in eV/Å.

As for the HOMO-LUMO gap (alpha / beta): 7.04 / 7.08 eV. The energy above the lowest of the compared OMol25 structures with the same formula, charge and spin comes out at 0.2383 eV. The spin multiplicity is 2.

Results of the Mulliken charge analysis, in e, for atoms 1 through 5:
1. Co -0.59
2. N -0.37
3. C 0.73
4. S -0.46
5. N -1.27

***

Molecular formula: C39H57BMnN3O3Sb
Method: DFT, ωB97M-V with the def2-TZVPD basis set

XYZ file:
```
105
Properties=species:S:1:pos:R:3:forces:R:3
Mn -5.7999 -6.9391 19.2331 -0.1 0.2 -0.2
O -4.2875 -7.9179 18.8284 -0.4 0.1 0.4
C -3.0384 -7.5886 18.8275 1.3 0.8 -1.1
C -2.1141 -8.5894 18.4771 0.3 -1.1 0.2
C -0.7598 -8.3154 18.4588 0.0 -0.8 -0.1
C -0.2544 -7.0547 18.7573 -0.4 0.3 -0.4
C -1.1160 -6.0138 18.9411 -0.9 0.4 0.8
C -2.4993 -6.2390 18.9815 -0.5 -2.5 0.5
C -3.3815 -5.2005 19.3019 0.1 2.1 -1.0
N -4.6489 -5.2445 19.4247 -0.3 -2.6 -0.2
N -5.3335 -4.1011 19.4640 -1.6 1.4 0.0
C -6.6343 -4.3407 19.3871 1.5 -0.4 1.0
O -7.1044 -5.5462 19.3447 -0.4 0.3 0.1
C -7.5205 -3.1656 19.3232 1.2 0.1 -1.0
C -6.8896 -1.9602 19.0086 0.0 1.3 -0.3
C -7.6618 -0.9357 18.4561 -1.0 -0.7 0.5
C -9.0746 -1.0525 18.3620 0.6 -0.3 -0.1
C -9.6859 -2.2541 18.7033 1.8 0.0 -0.5
C -8.8551 -3.3017 19.0839 -1.7 -1.0 0.7
H -2.4545 -9.6505 18.3087 0.2 1.4 0.1
H -0.0955 -9.1467 18.2087 0.0 0.3 0.2
H 0.7640 -6.8062 18.8162 1.4 -0.2 -0.1
H -0.7736 -4.9989 19.1819 0.0 -0.4 -0.2
H -3.0067 -4.1812 19.1910 0.3 0.0 0.4
H -5.7954 -1.8305 19.1331 -1.0 -0.3 -0.3
H -7.1880 -0.0918 18.0037 0.3 0.6 0.2
H -9.6720 -0.2481 17.9523 0.1 0.1 -0.1
H -10.6584 -2.5541 18.4053 -1.1 0.4 0.1
H -9.3345 -4.2759 19.2118 0.4 0.1 -0.1
C -5.2955 -5.8182 22.7132 0.8 -0.3 -2.5
C -4.7801 -7.2145 23.0426 1.4 -1.0 0.2
C -3.4176 -7.5291 22.2252 -1.4 2.0 0.1
C -5.9260 -8.2953 23.0044 1.0 0.8 0.5
C -6.2852 -8.9299 24.1890 0.4 0.3 -0.8
C -7.2450 -9.9301 24.2456 0.9 0.9 0.1
C -7.7898 -10.3693 23.0489 0.0 0.2 1.4
C -7.4433 -9.7707 21.8484 -0.8 -0.4 -0.8
C -7.9561 -10.4203 20.5645 1.5 -1.3 0.2
C -6.7653 -10.8619 19.5732 -2.0 0.3 0.5
C -8.9527 -9.6912 19.7607 -1.1 1.2 -1.5
C -6.6033 -8.6452 21.8370 0.6 0.0 -0.3
O -6.3481 -7.9752 20.7404 -0.1 0.2 -1.1
H -5.7351 -5.8905 21.6913 -0.2 0.2 1.0
H -4.6069 -4.9628 22.5898 0.4 -0.7 0.4
H -6.0035 -5.5263 23.4175 -1.6 0.5 1.1
H -4.4161 -7.2470 24.0766 -0.3 0.2 0.1
H -3.7061 -7.3832 21.1682 0.6 -0.5 0.5
H -2.9935 -8.5106 22.4178 -0.1 0.0 0.0
H -2.6623 -6.6961 22.4779 -1.0 -1.3 -0.3
H -5.6944 -8.6122 25.0170 0.0 0.0 1.0
H -7.4828 -10.3120 25.2227 -0.3 -0.4 0.0
H -8.5049 -11.1671 23.2243 -0.1 -0.2 -1.0
H -8.4625 -11.3135 20.9686 0.4 -0.1 -0.5
H -6.5893 -10.0417 18.8722 0.7 0.2 0.6
H -7.1960 -11.5939 18.8698 0.3 -0.4 0.6
H -5.9184 -11.2341 20.1562 0.1 0.1 -0.5
H -8.6336 -8.6757 19.5359 0.3 0.1 -0.1
H -9.9133 -9.5440 20.2421 -0.3 -0.3 0.3
H -9.1439 -10.1736 18.7712 0.1 0.2 0.7
C -4.7086 -2.5883 16.0140 -0.9 -0.2 0.1
C -5.4748 -3.5656 15.0889 -0.3 0.2 0.8
C -6.8681 -3.8792 15.6793 0.1 -1.8 0.4
C -5.6922 -2.9557 13.7374 0.6 -0.2 -2.4
Sb -4.3671 -5.4827 15.2716 0.3 -0.4 -0.2
C -2.3130 -5.0593 14.5270 -0.2 -0.1 0.4
C -2.2577 -4.2084 13.2460 -1.4 0.7 0.1
C -1.6515 -6.4702 14.3781 0.1 0.9 -1.8
C -1.5457 -4.2939 15.6148 0.1 0.3 0.0
C -5.0621 -6.8791 13.6368 0.8 0.2 -1.2
C -4.4526 -6.6682 12.2038 -1.1 -0.8 0.0
C -4.5860 -8.3142 13.9881 -0.7 0.6 3.5
C -6.5985 -6.7317 13.6731 0.0 -0.9 -0.9
H -5.3232 -1.6720 16.0533 0.5 0.0 0.0
H -3.6746 -2.3859 15.7347 -0.2 0.2 -0.4
H -4.6630 -2.9691 17.0305 -0.1 -0.2 0.3
H -7.5219 -3.0494 15.7730 -0.5 1.3 -0.2
H -6.8547 -4.3094 16.6835 0.5 0.1 0.2
H -7.4485 -4.6727 15.1597 0.5 0.6 -0.3
H -6.2535 -1.9766 13.6234 0.4 -1.0 0.7
H -6.1920 -3.7234 13.1089 -0.1 0.6 0.2
H -4.7388 -2.8050 13.1787 -0.4 0.1 0.5
H -3.0024 -4.5641 12.5182 0.7 -0.1 -0.1
H -1.2463 -4.1691 12.8040 -0.3 0.1 0.1
H -2.6629 -3.1512 13.4470 1.1 -1.3 0.0
H -1.8847 -7.0292 13.4480 -0.1 0.7 0.4
H -1.6930 -7.2077 15.1368 -0.8 -0.3 1.4
H -0.6037 -6.2678 14.3470 1.2 0.2 -0.4
H -1.9908 -3.3300 15.8696 0.1 0.2 -0.6
H -0.4723 -4.1342 15.3459 -0.7 -0.2 0.1
H -1.6066 -4.7792 16.5689 0.3 -0.8 0.5
H -3.3929 -6.9754 12.1634 -0.6 0.3 -0.1
H -4.6134 -5.6897 11.8176 0.3 1.2 0.0
H -5.0317 -7.2307 11.4135 0.5 -0.3 1.0
H -3.5058 -8.3742 14.3137 -1.0 0.0 -0.9
H -4.8603 -8.9733 13.1822 0.1 -0.5 -0.3
H -5.1231 -8.6390 14.9643 0.6 0.3 -1.6
H -7.0249 -5.8950 13.0691 0.5 -0.5 0.5
H -6.9337 -6.6865 14.6809 -0.3 0.6 0.9
H -7.1305 -7.6656 13.3992 0.4 0.2 -0.6
B -9.2168 -7.1409 16.5195 -1.8 -0.3 -0.9
C -7.8157 -7.4012 16.9805 1.3 0.3 0.8
N -6.7060 -7.4666 17.3130 0.2 -0.2 0.6
H -9.6845 -6.1448 17.0502 -0.1 -0.6 0.7
H -9.0334 -6.6146 15.4487 -0.1 -0.4 -0.7
H -9.8490 -8.2474 16.4973 0.3 1.2 0.0
```
Positions in Å, forces in eV/Å.

As for the total charge: -1. As for the HOMO-LUMO gap (alpha / beta): 6.68 / 6.79 eV. The spin multiplicity is 5.

Results of the Mulliken charge analysis, in e, for atoms 1 through 5:
1. Mn 1.40
2. O -0.40
3. C 0.26
4. C -0.88
5. C -0.43

***

> Which formula does entry 2 have?

C13H9CoN7O7S